[1]
The following is a DFT calculation (ωB97M-V/def2-TZVPD) of a structure of composition C34H47AlF4K2N3O16S at a distorted geometry.

Summary:
E_LUMO = -8.135 eV
Kohn-Sham gap = 1.42 eV
HOMO energy = -9.550 eV
DFT total energy = -4930.333604 a.u.

The geometry in ORCA input format:
```
! RIJCOSX wB97M-V def2-TZVPD def2/J DEFGRID3
* xyz 1 1
C -2.546 6.051 -8.071
O 5.809 -7.715 11.939
O 0.405 8.791 -11.404
C -0.550 -3.251 -1.343
O -5.008 0.765 -3.702
H -0.388 -2.528 3.368
C -1.113 -0.665 4.505
H 0.133 -3.922 -2.055
H -2.002 3.598 -0.156
H 5.430 -7.387 8.161
H 3.213 3.735 -2.372
C 3.434 -5.665 6.472
O 1.628 -4.300 5.787
C 4.859 -2.812 10.910
K -6.829 1.550 -2.671
C 2.214 -4.873 6.698
C 0.473 -1.041 -2.736
C -1.404 5.377 -7.337
H 2.601 0.491 -4.033
O 1.348 9.999 -9.934
O 4.070 -6.817 9.776
C 0.371 0.408 -3.566
C 3.503 -6.215 8.870
F 0.131 5.399 -11.700
H -3.324 -1.730 -2.011
C 0.338 0.102 4.247
H 1.053 8.427 -10.767
H 6.551 -3.679 9.897
H 2.023 -1.731 4.769
O -0.164 5.993 -1.033
C 0.528 10.003 -10.883
H -3.331 5.335 -8.338
C -3.740 1.171 -3.583
H -2.366 -5.336 0.927
O -2.789 5.380 -10.815
F 0.525 6.221 -9.731
N 3.757 -2.200 10.902
C 2.298 -5.404 9.101
H -0.539 6.042 -7.251
H -1.081 4.470 -7.850
H 0.316 -3.661 7.416
N -3.076 2.516 -3.835
O -0.154 10.924 -11.386
C -2.262 -4.191 0.618
H 2.750 -0.966 6.381
H -1.113 4.539 -1.593
H -1.195 -1.160 2.272
H 1.930 -5.344 10.118
H -3.227 -1.314 1.461
H -1.648 -5.253 -1.337
S -3.263 3.385 -2.332
H 0.097 -3.116 -0.351
O -4.356 2.730 -1.405
C -1.289 -1.756 3.294
C -1.697 3.538 -1.307
C -2.738 -2.585 3.381
O -2.124 6.840 -9.178
C 1.664 1.199 -4.196
H -4.407 -4.323 1.446
H -2.857 -3.819 -1.561
N 3.093 2.754 -2.712
C -3.632 -2.259 2.046
H 3.811 -5.713 5.458
C -1.885 -4.139 -0.993
O 1.150 0.165 5.496
C -0.842 -1.845 -2.139
C 1.695 -4.775 8.091
C -1.139 1.027 -3.733
C 6.188 -3.550 10.921
O -1.045 3.252 -5.300
O 5.186 -7.034 7.278
H -3.303 -2.122 4.301
H -1.721 5.076 -6.333
H 0.142 1.221 3.885
C -3.725 -3.481 0.957
H -1.605 7.058 -11.072
H -1.087 -1.158 5.592
F 1.804 -3.498 -0.118
H 6.697 -7.383 11.738
C -2.458 0.239 -3.159
H -4.736 -2.015 2.410
H -1.982 0.126 4.524
C 1.772 -1.163 5.765
H 5.223 -7.150 11.412
H 6.927 -2.979 11.491
C -0.381 5.485 -10.439
Al 1.403 1.897 -7.208
F -0.349 4.234 -9.920
C -2.341 -1.198 -2.378
K -3.008 0.375 -5.750
C -1.680 2.424 -4.430
O 0.563 -4.009 8.300
O -3.767 4.819 -2.692
H -4.233 -3.096 -0.030
H 0.956 -0.403 3.376
H 1.019 -1.756 6.437
H -3.011 6.758 -7.374
H -2.594 -3.728 3.603
C -1.799 6.182 -10.435
H -0.417 6.881 -1.206
H 1.362 3.659 -3.725
H -1.372 -3.748 1.238
H 1.560 -1.490 -2.586
C 1.966 2.669 -3.536
H 1.545 1.331 -5.361
H 6.065 -4.534 11.382
H -0.926 2.667 -1.449
C 4.038 -6.291 7.483
*
```

Atomic partial charges in e from the Mulliken method, atoms 1 to 99: atom 1 (C): -0.522, atom 2 (O): -0.626, atom 3 (O): -0.406, atom 4 (C): -0.527, atom 5 (O): -0.881, atom 6 (H): 0.219, atom 7 (C): -0.484, atom 8 (H): 0.345, atom 9 (H): 0.394, atom 10 (H): 0.341, atom 11 (H): 0.322, atom 12 (C): -1.022, atom 13 (O): -0.520, atom 14 (C): 0.360, atom 15 (K): 1.029, atom 16 (C): 0.795, atom 17 (C): -0.935, atom 18 (C): -0.546, atom 19 (H): 0.442, atom 20 (O): -0.483, atom 21 (O): -0.671, atom 22 (C): -0.065, atom 23 (C): 0.916, atom 24 (F): -0.281, atom 25 (H): 0.105, atom 26 (C): -0.497, atom 27 (H): 0.298, atom 28 (H): 0.247, atom 29 (H): 0.250, atom 30 (O): -0.792, atom 31 (C): 0.828, atom 32 (H): 0.279, atom 33 (C): -0.521, atom 34 (H): 0.333, atom 35 (O): -0.553, atom 36 (F): -0.245, atom 37 (N): -0.463, atom 38 (C): -0.615, atom 39 (H): 0.281, atom 40 (H): 0.032, atom 41 (H): 0.272, atom 42 (N): 0.284, atom 43 (O): -0.449, atom 44 (C): -0.293, atom 45 (H): 0.240, atom 46 (H): 0.361, atom 47 (H): 0.182, atom 48 (H): 0.448, atom 49 (H): 0.125, atom 50 (H): 0.307, atom 51 (S): 1.111, atom 52 (H): 0.455, atom 53 (O): -0.687, atom 54 (C): -0.277, atom 55 (C): -0.643, atom 56 (C): -0.606, atom 57 (O): -0.312, atom 58 (C): 0.083, atom 59 (H): 0.277, atom 60 (H): 0.350, atom 61 (N): -0.570, atom 62 (C): -0.421, atom 63 (H): 0.461, atom 64 (C): -0.575, atom 65 (O): -0.442, atom 66 (C): 0.319, atom 67 (C): 0.323, atom 68 (C): 1.949, atom 69 (C): -0.555, atom 70 (O): -0.461, atom 71 (O): -0.575, atom 72 (H): 0.392, atom 73 (H): 0.381, atom 74 (H): 0.255, atom 75 (C): -0.601, atom 76 (H): 0.311, atom 77 (H): 0.187, atom 78 (F): -0.794, atom 79 (H): 0.305, atom 80 (C): 0.542, atom 81 (H): 0.276, atom 82 (H): 0.283, atom 83 (C): -0.287, atom 84 (H): 0.367, atom 85 (H): 0.319, atom 86 (C): 0.735, atom 87 (Al): 0.722, atom 88 (F): -0.261, atom 89 (C): -0.897, atom 90 (K): 1.165, atom 91 (C): -0.882, atom 92 (O): -0.632, atom 93 (O): -0.616, atom 94 (H): 0.242, atom 95 (H): 0.342, atom 96 (H): -0.013, atom 97 (H): 0.335, atom 98 (H): 0.299, atom 99 (C): 0.216

***

[2]
The following is a DFT calculation (ωB97M-V/def2-TZVPD) of a structure of composition C34H47As2CaN5O9P2S at a distorted geometry.

Summary:
relative energy (zero: lowest compared OMol25 entry of this formula, charge and spin) = 34.7 kcal per mole
E_LUMO (spin up / spin down) = 2.013 / 2.009 eV
Kohn-Sham gap (spin up / spin down) = 5.13 / 6.93 eV
HOMO energy (spin up / spin down) = -3.120 / -4.918 eV
DFT total energy = -8505.092849 a.u.

The geometry in ORCA input format:
```
! RIJCOSX wB97M-V def2-TZVPD def2/J DEFGRID3
* xyz -1 2
Ca 0.053 -0.620 -0.112
H 1.233 4.391 1.760
C 3.486 -1.185 2.740
H 1.890 -3.616 -2.000
H -2.803 5.946 4.579
O -3.646 -1.986 1.652
O -0.078 -4.859 -1.010
H 4.912 -0.687 4.258
H 0.635 -0.163 -4.316
N -3.356 -3.956 -0.066
C 4.155 -0.315 3.587
H -2.641 2.133 -5.296
H -0.372 -5.457 -1.692
C 2.487 2.939 2.702
H 1.086 -3.089 -5.022
C -4.927 3.332 4.736
H 2.161 -1.798 -5.590
H 2.680 -3.429 -3.561
C -4.434 4.610 4.939
C -2.954 2.736 3.475
C -0.758 2.986 -4.740
C 3.881 1.059 3.610
H 4.079 -2.767 -0.924
O -0.909 0.393 -1.588
H 3.132 -4.454 1.884
C -2.479 4.031 3.678
O -0.077 -2.337 -1.176
H -2.130 -0.659 -1.022
C -2.000 -3.551 0.382
H -0.140 -1.572 -3.587
C 4.011 -3.293 -1.878
H -0.693 3.655 -5.586
C -1.495 -4.390 1.522
H -4.576 1.404 3.888
H 4.818 -2.946 -2.526
C 2.497 -0.694 1.834
N 1.269 1.138 0.960
H 2.950 3.645 3.371
O -1.976 -3.750 -2.262
O 4.519 3.065 4.537
N 4.637 1.827 4.494
H 1.466 -3.406 0.372
H -4.932 1.859 1.277
H -3.173 3.747 -0.592
H 0.456 -1.809 -6.050
C 2.876 1.590 2.732
H -1.517 4.305 3.270
O 5.449 1.235 5.231
C 3.719 -2.587 2.737
H -2.146 -4.274 2.393
C 2.655 -3.055 -2.533
O -2.793 -1.238 -0.577
H 4.450 1.259 -4.540
P -1.000 -3.499 -1.164
H 2.712 0.993 -4.712
C 1.526 3.353 1.800
C -2.844 3.621 0.442
C -3.202 4.954 4.409
C -1.930 1.241 -3.512
O -1.221 -1.078 1.454
H -3.576 -4.941 0.079
C 2.199 0.715 1.829
H -3.307 -3.733 -1.098
H -1.954 4.232 0.593
H -1.426 -5.446 1.246
H -4.384 0.163 1.212
C -1.823 2.144 -4.596
H 4.163 -4.357 -1.689
H -4.646 1.053 -0.286
C 3.713 -0.505 -3.517
C 2.990 -3.382 1.902
H -0.498 -4.045 1.792
C 0.269 2.942 -3.788
H 1.130 3.587 -3.860
N -0.888 1.232 -2.607
H -1.087 1.927 2.885
C 0.795 -1.202 -4.013
C 0.951 2.427 0.943
N 1.816 -1.493 1.013
H 3.367 1.591 -3.181
C 0.159 2.054 -2.744
C -2.153 1.750 2.725
C -4.195 2.407 4.015
H 4.460 -2.995 3.409
As 2.082 -1.154 -2.503
As -2.417 1.687 0.745
C 1.153 -2.026 -5.241
H -3.986 -3.302 0.473
C 2.045 -2.793 1.047
H 0.203 2.734 0.217
S -3.228 0.212 -3.339
H 3.957 -1.171 -4.350
H 0.929 1.931 -1.991
H -3.628 3.974 1.110
C -4.303 1.142 0.746
H -5.885 3.054 5.155
C 3.552 0.921 -4.021
H 4.548 -0.542 -2.807
H -5.000 5.328 5.517
P -2.393 -1.786 0.861
H -2.385 0.734 3.043
*
```

Atomic partial charges in e from the Mulliken method, atoms 1 to 99: atom 1 (Ca): 1.845, atom 2 (H): 0.548, atom 3 (C): 1.270, atom 4 (H): 0.050, atom 5 (H): 0.394, atom 6 (O): -0.937, atom 7 (O): -0.569, atom 8 (H): 0.549, atom 9 (H): 0.077, atom 10 (N): -0.037, atom 11 (C): -0.711, atom 12 (H): 0.452, atom 13 (H): 0.389, atom 14 (C): -0.819, atom 15 (H): 0.337, atom 16 (C): -0.763, atom 17 (H): 0.287, atom 18 (H): 0.610, atom 19 (C): -0.393, atom 20 (C): 0.030, atom 21 (C): -0.265, atom 22 (C): -0.675, atom 23 (H): 0.271, atom 24 (O): 0.783, atom 25 (H): 0.532, atom 26 (C): -0.002, atom 27 (O): -0.163, atom 28 (H): 0.042, atom 29 (C): 0.079, atom 30 (H): 0.127, atom 31 (C): -1.522, atom 32 (H): 0.382, atom 33 (C): -1.791, atom 34 (H): 0.439, atom 35 (H): 0.385, atom 36 (C): -0.525, atom 37 (N): 0.359, atom 38 (H): 0.577, atom 39 (O): -1.033, atom 40 (O): -0.770, atom 41 (N): 0.989, atom 42 (H): 1.222, atom 43 (H): 0.496, atom 44 (H): 0.461, atom 45 (H): 0.465, atom 46 (C): 0.920, atom 47 (H): 0.419, atom 48 (O): -0.779, atom 49 (C): -0.798, atom 50 (H): 0.497, atom 51 (C): -0.420, atom 52 (O): -0.262, atom 53 (H): 0.453, atom 54 (P): 1.317, atom 55 (H): 0.240, atom 56 (C): -1.002, atom 57 (C): -1.466, atom 58 (C): -0.784, atom 59 (C): 0.239, atom 60 (O): -0.969, atom 61 (H): 0.310, atom 62 (C): -0.890, atom 63 (H): 0.363, atom 64 (H): 0.322, atom 65 (H): 0.425, atom 66 (H): 0.333, atom 67 (C): -0.857, atom 68 (H): 0.387, atom 69 (H): 0.345, atom 70 (C): -0.967, atom 71 (C): -1.681, atom 72 (H): 0.212, atom 73 (C): -1.051, atom 74 (H): 0.481, atom 75 (N): -0.220, atom 76 (H): 0.573, atom 77 (C): 0.218, atom 78 (C): -0.446, atom 79 (N): 0.756, atom 80 (H): 0.162, atom 81 (C): -0.045, atom 82 (C): -1.192, atom 83 (C): -0.212, atom 84 (H): 0.444, atom 85 (As): 0.868, atom 86 (As): 1.019, atom 87 (C): -1.677, atom 88 (H): 0.314, atom 89 (C): -1.081, atom 90 (H): 0.199, atom 91 (S): -0.475, atom 92 (H): 0.494, atom 93 (H): 0.190, atom 94 (H): 0.439, atom 95 (C): -1.292, atom 96 (H): 0.370, atom 97 (C): -1.110, atom 98 (H): 0.452, atom 99 (H): 0.377